(1)
Formula: C48H63FN10O7P2Ti
Source: the OMol25 dataset
Level of theory: ωB97M-V with the def2-TZVPD basis set

Each line ends with the Löwdin charge.
Cartesian coordinates (Å):
1 Ti -0.448 0.939 -0.199  1.019
2 O 0.670 4.945 -0.657  0.223
3 C 0.545 3.666 -0.453  -0.424
4 O -0.335 2.962 -0.949  -0.005
5 C 1.563 3.015 0.407  -0.186
6 C 2.783 3.514 0.771  0.039
7 C 3.668 2.661 1.453  -0.001
8 C 3.310 1.349 1.672  0.038
9 C 2.049 0.916 1.255  -0.177
10 N 1.170 1.761 0.706  0.032
11 C 1.484 -0.434 1.243  -0.395
12 O 2.086 -1.515 1.663  0.222
13 O 0.349 -0.544 0.738  -0.005
14 H -0.019 5.267 -1.265  0.175
15 H 3.055 4.531 0.527  0.152
16 H 4.632 3.027 1.776  0.141
17 H 4.003 0.671 2.154  0.140
18 H 2.928 -1.338 2.108  0.150
19 C -1.489 4.698 3.255  -0.230
20 P -0.864 3.020 2.824  1.043
21 C -2.363 2.031 3.265  -0.394
22 N -2.609 1.683 4.499  0.154
23 C -3.773 1.033 4.773  -0.221
24 C -4.058 0.637 6.101  -0.004
25 C -5.240 0.013 6.370  -0.042
26 C -6.179 -0.248 5.338  -0.043
27 C -5.920 0.114 4.050  0.003
28 C -4.700 0.765 3.747  -0.211
29 N -4.416 1.097 2.462  0.134
30 C -3.283 1.694 2.216  -0.384
31 P -2.848 1.976 0.439  1.035
32 C -2.921 3.789 0.226  -0.237
33 C -4.272 1.405 -0.636  -0.671
34 C -5.548 2.205 -0.339  -0.082
35 C -3.843 1.695 -2.091  -0.082
36 C -4.582 -0.088 -0.451  -0.073
37 C 0.476 2.696 4.078  -0.672
38 C 0.192 3.069 5.538  -0.079
39 C 0.831 1.192 3.976  -0.071
40 C 1.654 3.557 3.600  -0.100
41 H -1.608 4.798 4.333  0.050
42 H -2.463 4.861 2.795  0.038
43 H -0.808 5.468 2.894  0.046
44 H -3.331 0.845 6.874  0.123
45 H -5.471 -0.291 7.382  0.119
46 H -7.110 -0.742 5.583  0.119
47 H -6.619 -0.082 3.248  0.123
48 H -3.855 4.168 0.636  0.064
49 H -2.883 4.011 -0.840  0.051
50 H -2.088 4.281 0.724  -0.001
51 H -5.455 3.258 -0.606  0.074
52 H -5.854 2.120 0.701  0.073
53 H -6.348 1.790 -0.955  0.101
54 H -4.075 2.723 -2.373  0.081
55 H -4.403 1.041 -2.760  0.097
56 H -2.783 1.527 -2.289  0.057
57 H -5.042 -0.272 0.516  0.068
58 H -3.714 -0.735 -0.550  0.051
59 H -5.294 -0.375 -1.227  0.097
60 H -0.680 2.565 5.930  0.066
61 H 0.068 4.144 5.668  0.080
62 H 1.062 2.778 6.133  0.096
63 H 0.650 0.694 4.927  0.089
64 H 1.889 1.060 3.732  0.071
65 H 0.237 0.651 3.230  0.051
66 H 1.425 4.622 3.651  0.094
67 H 1.946 3.318 2.573  0.009
68 H 2.517 3.379 4.246  0.109
69 F 5.458 0.837 -3.722  0.073
70 C 4.376 0.079 -3.988  -0.178
71 C 3.281 0.271 -3.207  0.089
72 C 2.102 -0.454 -3.427  -0.047
73 C 0.939 -0.280 -2.585  -0.224
74 O 0.931 0.658 -1.715  -0.072
75 C -0.124 -1.177 -2.812  -0.006
76 C -0.079 -2.031 -3.892  0.084
77 N 0.945 -2.112 -4.736  0.041
78 C 0.851 -2.901 -5.962  -0.246
79 C -0.052 -4.085 -6.037  -0.063
80 C 1.435 -4.284 -6.008  -0.071
81 C 2.095 -1.366 -4.487  -0.096
82 C 3.232 -1.550 -5.284  0.075
83 C 4.411 -0.851 -5.064  -0.104
84 N 5.543 -1.037 -5.869  -0.057
85 C 5.594 -2.158 -6.798  -0.128
86 C 6.304 -1.755 -8.088  -0.057
87 N 7.455 -0.826 -7.772  0.078
88 C 7.955 -1.076 -6.380  -0.079
89 C 6.880 -0.617 -5.405  -0.115
90 C -1.320 -1.285 -1.939  -0.488
91 O -2.075 -2.212 -1.971  0.158
92 O -1.465 -0.237 -1.118  -0.192
93 H 3.325 1.005 -2.415  0.139
94 H -0.931 -2.665 -4.088  0.152
95 H 0.935 -2.273 -6.840  0.161
96 H -0.571 -4.223 -6.975  0.122
97 H -0.614 -4.402 -5.171  0.112
98 H 1.938 -4.599 -6.912  0.111
99 H 1.855 -4.668 -5.088  0.121
100 H 3.159 -2.279 -6.072  0.091
101 H 4.601 -2.475 -7.093  0.115
102 H 6.075 -3.029 -6.341  0.145
103 H 5.649 -1.228 -8.777  0.143
104 H 6.717 -2.628 -8.590  0.146
105 H 7.138 0.144 -7.838  0.189
106 H 8.201 -0.937 -8.461  0.193
107 H 8.871 -0.510 -6.226  0.149
108 H 8.188 -2.136 -6.317  0.142
109 H 6.918 0.466 -5.334  0.128
110 H 7.128 -1.024 -4.422  0.147
111 C -0.426 -3.286 2.842  -0.191
112 N -1.164 -4.355 3.504  -0.081
113 C -1.287 -4.013 4.926  -0.162
114 N -1.962 -2.727 5.128  -0.073
115 C -1.202 -1.700 4.423  -0.184
116 N -1.076 -1.969 2.978  -0.081
117 C -2.432 -2.090 2.425  -0.174
118 N -3.223 -3.125 3.081  -0.073
119 C -2.514 -4.402 2.929  -0.160
120 C -3.292 -2.814 4.512  -0.155
121 H -0.344 -3.524 1.778  0.124
122 H 0.578 -3.231 3.269  0.116
123 H -0.289 -3.962 5.366  0.127
124 H -1.850 -4.797 5.433  0.131
125 H -0.200 -1.641 4.857  0.120
126 H -1.702 -0.738 4.561  0.101
127 H -2.369 -2.327 1.358  0.124
128 H -2.949 -1.132 2.534  0.107
129 H -2.439 -4.643 1.867  0.127
130 H -3.084 -5.186 3.427  0.131
131 H -3.862 -3.597 5.014  0.134
132 H -3.812 -1.865 4.645  0.101

Properties
Spin multiplicity: 2
⟨S²⟩: 0.763
Total charge: +3
Energy relative to the best compared isomer or geometry (same formula, charge and spin) in eV: 2.510
Total energy in eV: -124423.381
HOMO level (alpha / beta) in eV: -13.18 / -13.18

***

(2)
Formula: C48H65BCl4N7O5PSr
Source: the OMol25 dataset
Level of theory: ωB97M-V with the def2-TZVPD basis set

Each line ends with the Löwdin charge.
Cartesian coordinates (Å):
1 Sr 0.199 -0.323 0.073  1.321
2 C -3.674 -0.688 3.073  -0.050
3 C -2.967 -1.231 1.829  -0.360
4 C -3.339 -2.689 1.559  -0.055
5 C -3.277 -0.379 0.637  -0.277
6 C -4.475 -0.302 -0.095  0.031
7 C -4.249 0.643 -1.075  -0.209
8 C -5.209 0.981 -2.188  -0.347
9 C -4.631 0.640 -3.563  -0.046
10 C -5.792 2.398 -2.152  -0.072
11 N -2.980 1.095 -0.913  0.038
12 N -2.389 0.462 0.131  0.061
13 B -2.212 2.164 -1.704  -0.531
14 N -1.422 3.098 -0.761  0.038
15 N -0.297 2.690 -0.117  0.116
16 C 0.069 3.692 0.673  -0.270
17 C -0.824 4.770 0.543  0.025
18 C -1.760 4.350 -0.381  -0.218
19 C -3.019 5.048 -0.809  -0.366
20 C -4.187 4.552 0.052  -0.056
21 C -2.882 6.564 -0.712  -0.081
22 C 1.273 3.598 1.559  -0.368
23 C 1.146 4.496 2.787  -0.074
24 C 2.563 3.899 0.797  -0.053
25 N -1.270 1.524 -2.752  0.031
26 N -0.625 0.373 -2.464  0.078
27 C -0.077 -0.064 -3.590  -0.275
28 C -0.341 0.843 -4.632  0.030
29 C -1.112 1.839 -4.059  -0.234
30 C -1.668 3.078 -4.701  -0.364
31 C -2.146 2.786 -6.124  -0.070
32 C -0.644 4.216 -4.703  -0.060
33 C 0.593 -1.405 -3.675  -0.356
34 C 1.544 -1.487 -4.865  -0.072
35 C -0.479 -2.498 -3.775  -0.049
36 H -3.443 -1.310 3.940  0.056
37 H -4.758 -0.676 2.926  0.074
38 H -3.348 0.332 3.288  0.083
39 H -1.890 -1.168 2.012  0.103
40 H -4.409 -2.780 1.348  0.073
41 H -3.121 -3.300 2.437  0.058
42 H -2.773 -3.072 0.708  0.048
43 H -5.382 -0.868 0.048  0.105
44 H -6.050 0.302 -2.019  0.127
45 H -3.751 1.246 -3.778  0.053
46 H -5.372 0.818 -4.348  0.075
47 H -4.323 -0.406 -3.603  0.091
48 H -5.073 3.142 -2.497  0.059
49 H -6.102 2.669 -1.142  0.071
50 H -6.669 2.451 -2.803  0.072
51 H -3.021 2.822 -2.293  0.095
52 H -0.794 5.713 1.065  0.096
53 H -3.224 4.787 -1.849  0.112
54 H -4.020 4.824 1.097  0.087
55 H -4.269 3.465 0.000  0.065
56 H -5.133 4.993 -0.276  0.076
57 H -2.710 6.874 0.322  0.071
58 H -3.797 7.052 -1.056  0.071
59 H -2.046 6.926 -1.315  0.078
60 H 1.319 2.570 1.914  0.093
61 H 1.156 5.556 2.515  0.069
62 H 1.982 4.312 3.466  0.073
63 H 0.220 4.288 3.326  0.082
64 H 2.551 4.920 0.402  0.080
65 H 2.694 3.210 -0.038  0.044
66 H 3.431 3.792 1.454  0.076
67 H -0.027 0.772 -5.661  0.103
68 H -2.521 3.407 -4.106  0.109
69 H -1.313 2.456 -6.750  0.073
70 H -2.569 3.686 -6.577  0.072
71 H -2.903 2.001 -6.136  0.075
72 H 0.251 3.926 -5.258  0.074
73 H -0.345 4.472 -3.683  0.078
74 H -1.065 5.109 -5.172  0.072
75 H 1.173 -1.567 -2.762  0.107
76 H 0.988 -1.462 -5.807  0.073
77 H 2.099 -2.426 -4.829  0.085
78 H 2.259 -0.663 -4.863  0.062
79 H -1.087 -2.342 -4.672  0.080
80 H -1.130 -2.482 -2.900  0.066
81 H -0.015 -3.486 -3.834  0.081
82 Cl 0.470 -7.196 -2.205  0.581
83 C 0.957 -5.637 -1.601  -0.737
84 C 2.291 -5.291 -1.557  -0.731
85 Cl 3.507 -6.411 -2.108  0.579
86 C 2.667 -4.029 -1.059  -0.598
87 Cl 4.349 -3.582 -0.994  0.662
88 C 1.735 -3.093 -0.596  -0.444
89 O 2.037 -1.932 -0.126  -0.283
90 C 0.321 -3.443 -0.685  -0.471
91 O -0.536 -2.541 -0.343  -0.294
92 C -0.011 -4.713 -1.159  -0.629
93 Cl -1.703 -5.117 -1.247  0.643
94 N 0.344 -3.084 2.769  0.151
95 C -0.395 -2.685 3.867  -0.273
96 C -1.371 -3.539 4.398  -0.070
97 C -2.090 -3.206 5.533  -0.136
98 C -1.850 -2.000 6.177  -0.140
99 C -0.869 -1.157 5.668  -0.065
100 C -0.126 -1.468 4.533  -0.144
101 C 0.987 -0.577 4.090  -0.238
102 C 1.925 -0.223 5.067  -0.072
103 C 3.047 0.528 4.743  -0.126
104 C 3.240 0.893 3.420  -0.128
105 C 2.293 0.530 2.465  -0.209
106 C 1.109 -0.178 2.737  -0.129
107 H -0.146 -3.658 2.098  0.088
108 H 0.846 -2.330 2.311  0.043
109 H -1.546 -4.489 3.902  0.106
110 H -2.844 -3.889 5.907  0.089
111 H -2.416 -1.717 7.057  0.081
112 H -0.667 -0.210 6.157  0.106
113 H 1.789 -0.571 6.087  0.097
114 H 3.774 0.790 5.505  0.081
115 H 4.129 1.449 3.132  0.085
116 H 2.515 0.842 1.438  0.051
117 C 4.770 -0.082 0.023  -0.140
118 O 4.366 1.019 -0.819  -0.357
119 P 3.027 0.727 -1.726  0.842
120 O 3.236 1.966 -2.767  -0.322
121 C 2.185 2.934 -2.864  -0.144
122 O 3.528 -0.515 -2.629  -0.363
123 C 4.780 -0.534 -3.299  -0.130
124 H 5.592 -0.616 -0.457  0.071
125 H 3.953 -0.787 0.199  0.042
126 H 5.107 0.338 0.969  0.074
127 H 1.997 3.116 -3.920  0.067
128 H 2.496 3.860 -2.378  0.078
129 H 1.265 2.577 -2.389  0.049
130 H 5.141 -1.562 -3.275  0.073
131 H 5.504 0.122 -2.813  0.078
132 H 4.653 -0.214 -4.335  0.077

Properties
Total charge: -2
Energy relative to the best compared isomer or geometry (same formula, charge and spin) in eV: 0.000
Total energy in eV: -132400.875
HOMO level in eV: -1.71

***

(3)
Formula: C48H67N2NiOP2Si3
Source: the OMol25 dataset
Level of theory: ωB97M-V with the def2-TZVPD basis set

Each line ends with the Löwdin charge.
Cartesian coordinates (Å):
1 Ni 0.267 -0.367 -0.277  0.067
2 C -0.950 -0.180 5.731  -0.170
3 Si -1.677 -0.071 3.932  0.533
4 C -2.895 1.411 3.827  -0.145
5 C -2.935 -1.510 4.092  -0.161
6 N -0.495 0.176 2.642  -0.177
7 C -0.006 1.487 2.586  -0.280
8 C 0.118 2.166 3.812  -0.094
9 C 0.216 3.534 3.944  -0.097
10 C 0.226 4.322 2.809  -0.093
11 C 0.310 3.674 1.595  -0.095
12 C 0.286 2.292 1.447  -0.330
13 N 0.704 1.777 0.192  -0.158
14 Si 2.526 1.405 0.687  0.510
15 C 3.454 1.084 2.375  -0.168
16 C 3.640 0.744 -0.729  -0.161
17 C 3.135 3.257 0.759  -0.192
18 H -1.369 -1.024 6.270  0.019
19 H 0.129 -0.305 5.748  0.007
20 H -1.194 0.713 6.300  0.022
21 H -3.574 1.397 4.672  0.022
22 H -3.494 1.345 2.925  0.017
23 H -2.392 2.369 3.819  0.012
24 H -3.471 -1.363 5.027  0.033
25 H -2.465 -2.481 4.140  0.012
26 H -3.672 -1.528 3.301  0.016
27 H 0.129 1.577 4.708  0.070
28 H 0.268 3.977 4.929  0.099
29 H 0.238 5.401 2.861  0.096
30 H 0.444 4.246 0.690  0.081
31 H 3.710 0.045 2.539  0.017
32 H 2.866 1.443 3.214  0.022
33 H 4.379 1.654 2.373  0.021
34 H 4.419 1.452 -0.982  0.018
35 H 3.102 0.501 -1.634  0.010
36 H 4.124 -0.163 -0.395  0.023
37 H 4.179 3.301 0.456  0.029
38 H 3.080 3.633 1.776  0.026
39 H 2.580 3.943 0.140  -0.028
40 C -0.105 -3.620 -0.381  -0.331
41 C 0.507 -3.235 0.957  -0.319
42 P -0.019 -1.473 1.702  0.853
43 C -1.831 -1.959 1.499  -0.323
44 C -2.629 -0.941 0.992  -0.168
45 C -3.937 -1.140 0.603  -0.099
46 C -4.485 -2.413 0.674  -0.097
47 C -3.704 -3.450 1.146  -0.087
48 C -2.398 -3.233 1.553  -0.126
49 C 0.550 -2.115 3.352  -0.284
50 C 1.628 -1.451 3.924  -0.104
51 C 2.263 -1.925 5.056  -0.086
52 C 1.820 -3.095 5.654  -0.106
53 C 0.726 -3.752 5.121  -0.094
54 C 0.107 -3.278 3.978  -0.105
55 P -0.467 -2.128 -1.434  1.073
56 C 0.454 -2.619 -2.932  -0.327
57 C 1.839 -2.770 -2.790  -0.091
58 C 2.619 -3.133 -3.867  -0.087
59 C 2.040 -3.332 -5.114  -0.102
60 C 0.677 -3.132 -5.273  -0.099
61 C -0.111 -2.767 -4.198  -0.085
62 C -2.173 -2.453 -2.019  -0.345
63 C -2.662 -3.726 -2.308  -0.093
64 C -3.946 -3.889 -2.793  -0.089
65 C -4.757 -2.788 -3.021  -0.095
66 C -4.277 -1.517 -2.748  -0.088
67 C -3.000 -1.358 -2.244  -0.114
68 H -1.059 -4.130 -0.223  0.051
69 H 0.564 -4.287 -0.936  0.083
70 H 1.596 -3.239 0.883  0.068
71 H 0.254 -3.997 1.693  0.049
72 H -2.176 0.036 0.940  0.060
73 H -4.534 -0.313 0.243  0.108
74 H -5.504 -2.596 0.362  0.100
75 H -4.116 -4.450 1.206  0.102
76 H -1.852 -4.082 1.936  0.094
77 H 1.949 -0.535 3.459  0.060
78 H 3.103 -1.384 5.473  0.102
79 H 2.317 -3.487 6.531  0.091
80 H 0.357 -4.655 5.592  0.096
81 H -0.740 -3.829 3.597  0.080
82 H 2.294 -2.606 -1.821  0.098
83 H 3.686 -3.270 -3.743  0.101
84 H 2.646 -3.628 -5.960  0.093
85 H 0.226 -3.275 -6.247  0.096
86 H -1.173 -2.623 -4.340  0.098
87 H -2.029 -4.592 -2.172  0.111
88 H -4.319 -4.885 -2.999  0.099
89 H -5.752 -2.918 -3.426  0.097
90 H -4.903 -0.651 -2.919  0.104
91 H -2.630 -0.367 -2.021  0.075
92 O 2.398 -1.439 0.339  -0.129
93 C 1.719 -0.692 1.027  -0.492
94 C 0.422 0.963 -2.465  -0.147
95 Si 0.236 2.526 -1.361  0.730
96 C -1.656 3.105 -1.339  -0.561
97 C -1.897 4.586 -1.040  -0.096
98 C -2.387 2.297 -0.273  -0.099
99 C -2.367 2.807 -2.665  -0.096
100 C 1.276 3.852 -2.417  -0.574
101 C 1.417 5.257 -1.817  -0.101
102 C 0.590 4.023 -3.780  -0.107
103 C 2.691 3.344 -2.703  -0.102
104 H 1.057 1.109 -3.333  0.038
105 H -0.520 0.561 -2.835  0.019
106 H 0.900 0.180 -1.843  -0.026
107 H -1.464 4.882 -0.089  0.066
108 H -2.971 4.776 -0.979  0.083
109 H -1.504 5.219 -1.831  0.060
110 H -1.970 2.468 0.715  0.071
111 H -2.301 1.244 -0.516  0.042
112 H -3.447 2.556 -0.242  0.093
113 H -2.012 3.447 -3.465  0.059
114 H -3.438 2.983 -2.550  0.084
115 H -2.234 1.775 -2.972  0.053
116 H 0.494 5.608 -1.370  0.050
117 H 1.702 5.967 -2.596  0.082
118 H 2.194 5.292 -1.058  0.062
119 H -0.300 4.640 -3.699  0.061
120 H 0.310 3.068 -4.213  0.069
121 H 1.266 4.519 -4.478  0.083
122 H 3.236 3.162 -1.787  0.039
123 H 3.241 4.083 -3.288  0.087
124 H 2.671 2.420 -3.271  0.067

Properties
Spin multiplicity: 3
⟨S²⟩: 2.016
Total charge: -1
Energy relative to the best compared isomer or geometry (same formula, charge and spin) in eV: 0.846
Total energy in eV: -139145.561
HOMO level (alpha / beta) in eV: -2.26 / -3.90

***

- Which value of energy relative to the best compared isomer or geometry (same formula, charge and spin) does entry 1 give?
  2.510 eV

***

- Number 3 is which compound?
  C48H67N2NiOP2Si3

***

- The lowest total charge belongs to which entry?
  C48H65BCl4N7O5PSr